1.
The following is a DFT calculation (the ωB97M-V functional and the def2-TZVPD basis) of C2HNO3S as an isolated structure at a distorted geometry.

ORCA input file:
```
! wB97M-V def2-TZVPD RIJCOSX def2/J DEFGRID3
* xyz 0 3
H -0.89193 2.09522 -0.47712
O -0.46686 -2.36417 -0.77889
S 0.32082 -1.15933 -0.86225
O 1.33090 -0.61619 2.02763
O 0.24234 0.98056 0.74550
N -0.81439 0.15771 -1.28194
C 0.82918 -0.16036 1.07023
C -0.55006 1.06654 -0.44316
*
```

The LUMO energy (alpha / beta) is 0.0076 / -0.1018 Eh. The HOMO-LUMO gap (alpha / beta) is 6.68 / 8.22 eV. As for the expectation value of S²: 2.0144.

2.
The following is a DFT calculation (the ωB97M-V functional and the def2-TZVPD basis) of an isolated ion of composition C6H14N3 and charge +1 at a distorted geometry.

ORCA input file:
```
! wB97M-V def2-TZVPD RIJCOSX def2/J DEFGRID3
* xyz 1 1
N 1.19289 -1.06486 0.22680
H 2.67091 1.25501 -1.53741
C 3.17968 1.12728 -0.51462
H 0.82305 -1.91281 0.57849
C -1.58345 1.34344 -0.31214
H -1.43665 1.76478 -1.34152
H 0.90403 0.82636 -0.02449
H -1.01154 -1.16010 1.75124
H 3.67791 1.99988 -0.16388
N 3.20327 0.09269 0.19450
H -1.20041 0.66473 1.95302
N 0.38994 -0.08043 -0.12401
C -1.10061 -0.02897 0.00860
H -2.56506 -0.15421 1.80171
C 2.45980 -1.02986 0.11252
H 3.09242 -1.85804 0.35808
H -1.06838 -1.26577 -1.88010
H -2.66820 -0.84247 -1.47195
C -1.68493 -1.06522 -0.97379
H -2.72889 1.48183 -0.05873
H -1.08641 2.01084 0.38299
C -1.51301 -0.24690 1.42538
H -1.94636 -1.85720 -0.39072
*
```

The LUMO energy is -0.1638 Eh. The HOMO-LUMO gap is 8.94 eV. Its SMILES is C=N/C=[NH+]\NC(C)(C)C.

3.
The following is a DFT calculation (the ωB97M-V functional and the def2-TZVPD basis) of C30H60P2Si2W as an isolated structure at a distorted geometry.

ORCA input file:
```
! wB97M-V def2-TZVPD RIJCOSX def2/J DEFGRID3
* xyz 2 3
H -3.63929 0.29740 -3.18746
H 1.46347 4.05968 1.98787
W 0.64785 -1.33610 1.14273
H 0.42730 1.15445 0.60174
H -2.18263 3.27849 3.23041
H 0.47580 2.46692 -5.25010
H -0.29690 -3.40275 -3.04251
H -2.43595 -0.16187 2.47843
C -3.02785 1.04764 -2.66984
H 2.34575 -1.62048 0.07898
H -2.96481 -1.24563 1.18008
H -1.24796 -1.74253 -5.28201
C -0.18953 -1.73684 3.19067
H 3.16565 -1.97255 -4.15622
H -2.23054 0.47215 -0.68227
H -3.22192 4.22624 -0.02973
H 1.70154 -5.18256 2.14199
H -3.86940 2.01731 0.61132
C 0.43655 3.74360 1.76495
H 0.20267 1.61801 5.14950
H 2.15344 -4.35501 0.65212
H -2.22106 -2.59190 -0.21035
H -3.96740 0.18768 -0.86177
H 0.94092 -3.24738 -4.32859
H -0.55762 3.93396 -3.23367
C 1.00525 -0.45393 -3.98245
H 3.41575 2.65248 1.56861
C -1.55072 0.83697 -2.91512
C -3.37933 2.15670 -0.35288
H 0.16028 3.34512 4.81427
H -1.11022 -1.48245 5.09863
C -0.92087 3.36090 -2.35554
H 2.64390 -2.09201 4.07037
H -0.78356 0.03662 4.30061
H 2.21588 0.07071 4.34411
H 3.77984 -0.50718 3.71037
C 1.98710 -2.93719 3.87566
H -2.63092 -0.59510 -5.21319
H -3.00192 3.67940 -2.83306
C 0.89175 -2.63119 2.91466
H 3.13234 -3.20961 -2.88556
H 1.39293 -3.97723 -2.77408
H 3.83930 -0.86275 0.58034
C -1.90306 2.25106 2.92229
H -1.41535 -0.43140 -6.48942
H 0.33030 1.58278 -2.13947
H 4.37166 1.42638 0.71115
H 3.49623 1.23225 3.92123
C -2.51614 -1.21330 2.17406
H -0.22133 3.64702 -1.53201
P 1.34209 -1.60255 -2.47506
H 1.56076 -3.19646 4.85042
H -0.79695 -3.49790 -0.77038
H 0.54034 -0.88191 5.04777
H 1.66139 2.44971 4.56367
H -2.44926 2.03949 1.99204
H 2.84717 2.01627 0.00715
C -3.16089 0.89861 -1.11794
P -0.56763 0.42982 -4.40063
H 0.65444 -5.26200 0.68945
Si 2.45700 0.38370 1.86202
C -2.34595 3.87858 -1.98040
C 3.34952 1.75355 0.94608
C 2.90450 -1.27641 1.02199
Si -0.04754 2.18458 2.69841
H -2.27545 1.59203 3.71652
C -1.55686 -0.69722 -5.42953
H -1.31036 2.53499 -5.41923
C -0.41802 1.88677 -5.50154
H 2.60774 -3.76827 3.54551
C -0.77484 -2.96224 1.32373
H -0.35149 1.55014 -6.55214
C -1.49159 -3.36122 0.07556
C -0.61595 1.91713 -2.60102
H -1.29556 -0.12443 -2.43966
H -2.30010 4.97887 -1.86670
C 0.75797 -3.20544 -3.24432
H -2.05927 -4.29278 0.19536
H 0.34099 3.63453 0.67676
C 3.02328 0.28537 3.63328
C 0.57337 2.38787 4.46248
H -0.22731 4.56374 2.07097
H 3.83267 -1.59931 -2.54791
C 3.03307 -2.12921 -3.07273
H 1.75487 0.36256 -3.93913
H -3.23038 -1.68551 2.87365
C -2.98394 3.39671 -0.71445
C 1.29389 -4.61455 1.29195
C 0.59813 0.71919 1.62521
H 3.19676 -2.15518 1.62331
H -3.38282 2.00212 -3.05025
C -1.19385 -1.89261 2.19962
C 0.51755 -3.43738 1.78009
C -0.38031 -0.97222 4.45343
H 1.23175 -1.02453 -4.91328
*
```

The LUMO energy (alpha / beta) is -0.2144 / -0.2099 Eh. The HOMO-LUMO gap (alpha / beta) is 6.66 / 6.40 eV. As for the expectation value of S²: 2.2184.

4.
The following is a DFT calculation (the ωB97M-V functional and the def2-TZVPD basis) of one molecule with the formula C2H7N2PS at a distorted geometry.

ORCA input file:
```
! wB97M-V def2-TZVPD RIJCOSX def2/J DEFGRID3
* xyz 0 1
H -0.98821 1.41729 -0.33091
H -0.87962 -1.90778 0.30980
H 0.87728 -1.61185 0.44800
H -0.63659 1.13991 2.14049
N -0.17513 -0.23766 -0.75017
C 0.08209 0.79953 1.30918
H 0.23423 -2.26058 -0.99516
H 0.89065 1.44353 1.08818
N -0.82080 0.56405 0.18497
S 0.38848 2.16393 -2.41209
P 0.44181 0.26251 -2.27031
H 0.55559 -0.14233 1.48649
C 0.03022 -1.63055 -0.20847
*
```

The LUMO energy is -0.0078 Eh. The HOMO-LUMO gap is 8.37 eV. Its SMILES is CNN(C)P=S.

5.
The following is a DFT calculation (the ωB97M-V functional and the def2-TZVPD basis) of one molecule with the formula C6H16N2 at a distorted geometry.

ORCA input file:
```
! wB97M-V def2-TZVPD RIJCOSX def2/J DEFGRID3
* xyz 0 1
C 1.46430 -0.50582 2.37062
H 0.95126 1.62112 -0.06859
H 3.15362 -1.73156 0.05345
H -1.31989 0.42820 -2.90338
C 0.17049 0.95214 -0.43711
N -2.12959 0.97777 -2.62744
C -1.20853 1.59099 -0.45576
H 2.50738 -2.48642 1.39251
H 2.45147 -0.69279 2.79566
H -2.88745 0.49929 -3.11034
C 2.17953 -1.88493 0.53172
N 1.54499 -0.64177 0.93159
H -0.63291 -0.41888 0.97434
H 0.54713 0.74178 -1.43509
H -1.07157 2.55506 -0.95928
H 0.82244 -1.24970 2.87437
C 0.25533 -0.40588 0.31118
C -2.32562 0.84660 -1.16650
H 1.11007 0.48106 2.63448
H -2.32508 -0.20344 -0.84665
H -0.06348 -1.22488 -0.34591
H 1.53711 -2.46478 -0.12722
H -1.47362 1.85687 0.57450
H -3.25737 1.35997 -0.96115
*
```

The LUMO energy is 0.0375 Eh. The HOMO-LUMO gap is 9.39 eV. Its SMILES is CN(C)CCCCN.

6.
The following is a DFT calculation (the ωB97M-V functional and the def2-TZVPD basis) of C30H50CsNO3P2 as an isolated structure.

ORCA input file:
```
! wB97M-V def2-TZVPD RIJCOSX def2/J DEFGRID3
* xyz 0 1
H 1.10578 2.06612 -2.27702
H 0.68144 -6.80672 -2.05331
H -1.03373 3.90415 0.10254
C 1.58450 -5.12892 0.72832
C -0.40940 1.56134 -3.83156
P -0.48114 -0.21666 -3.27436
C 1.09556 -1.03420 -3.70312
C 0.86161 2.24382 -3.33447
H -1.61394 1.50327 -5.64826
C 3.70976 -0.54030 -0.07895
H -2.17066 -1.90922 -6.27466
H -2.48991 -0.18729 2.51657
H 0.10943 1.63618 -5.96331
H -0.56128 1.02901 4.53227
C 1.70931 -0.74150 -4.92377
C 1.63458 -3.82904 0.23880
H -1.10265 3.19525 3.56147
H -1.94633 4.29974 1.56109
Cs 0.06787 -0.15727 -0.04033
C 2.43318 -3.02461 3.02152
H 3.67255 -4.83219 2.79561
H 0.76037 3.32446 -3.45808
C -0.68494 1.94232 -5.28458
O -2.43850 1.87312 -0.65800
O -0.41965 0.01159 2.74202
H -1.38751 -2.98203 -3.37963
C 0.96584 -4.70321 -1.91521
C -1.33606 -1.45183 -5.74054
H 1.83244 -5.31368 1.75965
H 3.79322 -4.04484 4.35970
H 1.26463 0.02106 -5.54978
C -2.22085 -2.30086 -3.56687
H 4.18478 -3.10028 -0.89681
C 1.27799 -3.58631 -1.12153
H 0.71026 1.52878 3.40922
H -2.27435 2.01782 2.95478
C -1.75034 -1.06191 -4.32515
H -4.12911 0.67308 -0.53141
C -1.64404 3.47802 0.90061
C -0.33264 1.21596 3.47418
H 0.71693 -4.54909 -2.95852
C 4.60615 -2.86218 0.07870
H -3.47416 2.31472 1.06955
H -0.78139 3.02714 -5.37680
C 2.83529 -1.39751 -5.37960
H 0.32959 -2.96386 3.53314
H -2.58682 -0.34694 -4.37198
H 3.28625 -1.14484 -6.32980
H 3.17153 0.29170 0.39001
H 4.21423 -1.55338 1.74057
H 4.22821 -2.97224 -4.90868
H -1.50906 -1.66199 2.35666
C 3.35526 -2.41732 -4.58572
C 1.65816 -2.04545 -2.86304
H 2.60783 -2.06443 3.53187
H -0.97947 -0.61138 -6.33296
H -2.63557 -2.04511 -2.58887
C -3.52774 1.21936 -1.27043
H -1.23136 1.98923 -3.23950
H 5.62162 -2.49298 -0.08166
H 3.21477 -3.53148 -2.78720
H 4.66230 -3.79715 0.63503
C 0.94526 -5.98162 -1.40198
H -3.11341 0.51085 -1.98553
H 1.35795 -3.69699 4.76958
H -4.17395 1.93395 -1.79401
H 0.93142 -4.60196 3.32211
H 4.58512 -3.34948 2.95320
H 4.72337 -0.17726 -0.26402
H -1.77118 -0.95237 3.96525
C 2.78354 -2.73509 -3.37803
C -2.86420 2.81254 0.30077
O -0.80306 2.57172 1.59223
C 3.75241 -1.81156 0.77573
H -0.52450 -2.18062 -5.70188
H 3.24393 -0.75080 -1.04313
C 3.68383 -3.86272 3.28771
P 2.06173 -2.39482 1.30085
C -1.21896 2.30923 2.91880
N 1.19746 -2.30116 -1.59781
H -2.97756 -2.84661 -4.13367
H 1.74021 1.92240 -3.89815
H -3.50231 3.57865 -0.16705
C 1.19478 -3.61146 3.69252
C -1.61809 -0.72304 2.90469
H 1.21634 -7.20691 0.35214
C 1.24088 -6.21093 -0.06762
*
```

The LUMO energy is -0.0049 Eh. The HOMO-LUMO gap is 5.56 eV.